The following is a DFT calculation (ωB97M-V with the def2-TZVPD basis set) of a cluster of 4 separate species, C31H69N6O7 in total.

Geometry as XYZ:
```
113
Properties=species:S:1:pos:R:3
C -1.3524 0.0117 0.1147
O -2.2535 0.3118 -0.9720
C -1.4451 0.5154 -2.1346
C -2.3009 0.5079 -3.4749
C -1.4268 -0.2457 -4.5458
C -1.7600 0.1276 -6.0438
C -0.6471 0.9555 -6.7802
C 0.7526 0.2530 -6.8056
C 0.8805 -1.1728 -6.5680
C 2.2747 -1.6493 -6.6124
N 3.2243 -0.7198 -6.8633
C 4.6473 -1.2536 -6.8549
C 5.4204 -0.4117 -5.7669
C 4.7470 -0.5467 -4.3380
N 5.5026 0.2858 -3.3795
N 3.1433 0.5501 -7.1144
C 1.9205 1.0894 -7.0988
H -1.5344 0.7341 0.9560
H -1.4225 -1.0610 0.4683
H -0.2704 0.1667 -0.1646
H -0.8726 1.4799 -2.0802
H -0.7668 -0.3835 -2.2203
H -2.5848 1.5391 -3.7985
H -3.2302 -0.0874 -3.2789
H -0.3229 -0.1042 -4.3845
H -1.6155 -1.3447 -4.4204
H -1.9336 -0.7939 -6.6658
H -2.7028 0.7391 -6.0825
H -0.4904 1.9874 -6.3852
H -0.9543 1.0358 -7.8613
H 0.0364 -1.8598 -6.3571
H 2.5264 -2.7155 -6.4153
H 4.6612 -2.3314 -6.5876
H 5.0290 -1.0450 -7.8837
H 6.4690 -0.7864 -5.6454
H 5.4913 0.6730 -6.0175
H 3.6900 -0.1583 -4.4189
H 4.7805 -1.6108 -3.9782
H 5.6857 1.1907 -3.8130
H 4.9900 0.4253 -2.5103
H 1.8102 2.1824 -7.2783
C -0.6340 -3.0285 3.2222
O -1.6611 -2.9736 2.2449
C -1.7567 -4.1615 1.4615
C -3.0519 -4.9014 1.7668
N -3.0165 -5.4964 3.0994
C -4.3089 -6.0087 3.5555
C -5.4410 -4.9957 3.7584
O -5.2225 -4.0905 4.8298
C -4.4537 -2.9470 4.4962
H -0.5399 -2.0376 3.6678
H -0.8844 -3.7396 4.0149
H 0.3254 -3.2968 2.7691
H -0.8850 -4.8108 1.5906
H -1.7797 -3.8446 0.4135
H -3.1986 -5.6917 1.0242
H -3.8739 -4.1826 1.6727
H -2.6981 -4.8009 3.7631
H -4.1282 -6.5005 4.5152
H -4.6454 -6.7867 2.8625
H -6.3348 -5.5641 4.0320
H -5.6976 -4.4586 2.8383
H -4.6068 -2.6293 3.4618
H -3.3936 -3.1310 4.6848
H -4.7621 -2.1330 5.1549
C 1.3821 -0.2910 10.4699
O 2.5212 -1.0193 10.0422
C 2.3782 -2.4307 10.1865
C 2.3078 -3.1030 8.8221
N 1.0461 -2.8017 8.1501
C 1.0106 -3.2061 6.7462
C 1.9836 -2.5147 5.7840
O 1.7103 -1.1362 5.5773
C 2.2743 -0.2656 6.5463
H 1.6378 0.7686 10.4590
H 0.5366 -0.4488 9.7934
H 1.0988 -0.5683 11.4892
H 1.5172 -2.6959 10.8075
H 3.2766 -2.7858 10.6997
H 2.3972 -4.1860 8.9495
H 3.1650 -2.7526 8.2358
H 0.8766 -1.8045 8.1985
H -0.0050 -3.0077 6.3907
H 1.1584 -4.2895 6.6863
H 1.8589 -2.9889 4.8051
H 3.0322 -2.6697 6.0599
H 3.2224 -0.6392 6.9399
H 1.5678 -0.0904 7.3595
H 2.4575 0.6969 6.0647
C -0.4491 8.1255 -5.3778
O 0.5456 7.4134 -4.6587
C 0.7681 7.9237 -3.3443
C 0.2945 6.9257 -2.2965
N -1.1629 6.8352 -2.2751
C -1.6763 5.7254 -1.4735
C -1.3368 4.3045 -1.9351
O -1.9474 3.9323 -3.1656
C -1.2330 4.3275 -4.3226
H -0.4452 7.7621 -6.4057
H -1.4424 7.9510 -4.9540
H -0.2333 9.1973 -5.3891
H 0.3055 8.9044 -3.1999
H 1.8493 8.0503 -3.2363
H 0.6492 7.2426 -1.3114
H 0.7507 5.9567 -2.5325
H -1.5006 6.7259 -3.2235
H -2.7655 5.8215 -1.4683
H -1.3452 5.8531 -0.4382
H -1.7433 3.6175 -1.1862
H -0.2574 4.1152 -1.9611
H -0.1513 4.3356 -4.1626
H -1.5733 5.3052 -4.6672
H -1.4593 3.6096 -5.1163
```

Properties
F_max: 3.81 eV/A
net charge: +1
E: -2077.2871 Ha
orbital gap: 5.439 eV